Entry 1:
The following is a DFT calculation (wB97M-V/def2-TZVPD) of C62H61AsN4O4PRbS3 as an isolated structure.

Cartesian coordinates (Å):
Rb (0.252859, -0.147935, -0.047725)
C (3.089242, 3.036027, 1.161230)
C (1.880984, 3.803500, 0.709111)
C (1.988229, 4.886248, -0.153851)
C (0.856602, 5.550152, -0.604126)
C (-0.394834, 5.140271, -0.170851)
C (-0.548403, 4.064236, 0.698016)
C (-1.906861, 3.607138, 1.144605)
C (0.607200, 3.398747, 1.122226)
N (0.511468, 2.190636, 1.844588)
C (0.335432, 2.133927, 3.092338)
C (0.229759, 3.336062, 3.995463)
C (0.222562, 0.761562, 3.724861)
C (-0.092161, 0.693508, 5.197408)
N (0.375468, -0.243219, 2.974883)
C (0.234243, -1.565928, 3.452116)
C (1.388839, -2.308919, 3.715028)
C (2.743114, -1.679629, 3.554900)
C (1.247884, -3.639004, 4.087306)
C (-0.005963, -4.223908, 4.185072)
C (-1.135777, -3.468149, 3.912922)
C (-1.042504, -2.130821, 3.539757)
C (-2.266489, -1.324967, 3.211603)
H (4.001813, 3.468623, 0.751253)
H (3.036725, 1.993864, 0.837281)
H (3.175320, 3.021635, 2.250611)
H (2.972364, 5.190623, -0.492829)
H (0.949033, 6.376639, -1.298611)
H (-1.284274, 5.650407, -0.522835)
H (-2.678352, 4.262945, 0.739867)
H (-1.991089, 3.624432, 2.235648)
H (-2.112823, 2.575562, 0.826351)
H (0.290377, 4.252742, 3.412567)
H (1.035827, 3.330975, 4.732937)
H (-0.714146, 3.326849, 4.543350)
H (-1.059756, 1.156992, 5.401178)
H (0.657683, 1.231790, 5.780831)
H (-0.124620, -0.342205, 5.528003)
H (2.910856, -1.349151, 2.525307)
H (3.528542, -2.391657, 3.809626)
H (2.855735, -0.798318, 4.192729)
H (2.139962, -4.231265, 4.258457)
H (-0.102592, -5.272501, 4.440637)
H (-2.118891, -3.923631, 3.966211)
H (-3.158556, -1.948599, 3.276315)
H (-2.228293, -0.892009, 2.205546)
H (-2.390638, -0.487038, 3.905367)
O (-4.169299, -0.105649, -0.919145)
S (-2.739349, -0.187399, -0.638540)
O (-1.913793, 0.344136, -1.768398)
O (-2.369891, 0.592318, 0.586670)
O (-2.301899, -1.599420, -0.395343)
S (2.441843, 4.729620, -5.207384)
C (2.060364, 3.539441, -3.938567)
C (0.744644, 3.240958, -3.624017)
C (0.504511, 2.318097, -2.613026)
N (1.488132, 1.729288, -1.933221)
C (2.749778, 2.012533, -2.245868)
C (3.087128, 2.917072, -3.244710)
C (2.126129, 3.809146, -6.678168)
C (1.911857, 4.513467, -7.859317)
C (1.731402, 3.806122, -9.035071)
N (1.731115, 2.477240, -9.115572)
C (1.918448, 1.816959, -7.972449)
C (2.125807, 2.421047, -6.742933)
H (-0.077329, 3.710753, -4.147139)
H (-0.508039, 2.028860, -2.332618)
H (3.505865, 1.483336, -1.670234)
H (4.122502, 3.126939, -3.477670)
H (1.877384, 5.595350, -7.860064)
H (1.566865, 4.341875, -9.964421)
H (1.907100, 0.734874, -8.038726)
H (2.270270, 1.818099, -5.856868)
C (-1.370160, -4.475232, 0.279716)
C (-1.470467, -5.725576, -0.586691)
As (-3.084246, -6.761458, -0.140517)
C (-2.497292, -7.302615, 1.657138)
C (-3.103415, -6.708859, 2.759624)
C (-2.672038, -6.995228, 4.049093)
C (-1.630458, -7.888071, 4.249307)
C (-1.019339, -8.489842, 3.156218)
C (-1.449596, -8.196519, 1.870553)
C (-2.620025, -8.437409, -1.050647)
C (-3.247163, -9.621476, -0.664171)
C (-2.977373, -10.816626, -1.312238)
C (-2.080067, -10.845683, -2.373069)
C (-1.458823, -9.673533, -2.774394)
C (-1.726546, -8.477591, -2.117103)
P (0.189072, -3.507344, 0.117514)
C (1.490727, -4.626321, 0.760472)
C (2.801784, -4.145520, 0.684489)
C (3.857661, -4.853178, 1.236141)
C (3.616369, -6.051406, 1.900409)
C (2.316424, -6.524474, 2.009512)
C (1.262570, -5.815383, 1.445664)
C (0.491196, -3.574680, -1.699911)
C (-0.219950, -2.666603, -2.491058)
C (-0.012944, -2.625442, -3.863786)
C (0.901750, -3.479545, -4.464417)
C (1.608206, -4.386600, -3.684883)
C (1.402042, -4.435244, -2.313233)
H (-1.477997, -4.686523, 1.348425)
H (-2.145427, -3.746198, 0.018405)
H (-0.602211, -6.381983, -0.489251)
H (-1.542803, -5.425030, -1.634315)
H (-3.909421, -5.998931, 2.607973)
H (-3.141851, -6.509660, 4.895360)
H (-1.286264, -8.105474, 5.252857)
H (-0.195534, -9.177362, 3.305184)
H (-0.954771, -8.657981, 1.023334)
H (-3.946516, -9.609498, 0.165373)
H (-3.467524, -11.727498, -0.989849)
H (-1.867172, -11.777639, -2.881967)
H (-0.756410, -9.684402, -3.598605)
H (-1.222631, -7.575347, -2.439755)
H (2.996070, -3.188843, 0.210884)
H (4.860059, -4.449929, 1.148615)
H (4.436278, -6.607589, 2.340276)
H (2.113819, -7.446324, 2.544118)
H (0.253912, -6.187460, 1.568484)
H (-0.955788, -2.004884, -2.035810)
H (-0.571058, -1.909214, -4.454075)
H (1.069496, -3.436553, -5.534430)
H (2.330863, -5.052388, -4.143036)
H (1.973591, -5.133330, -1.713765)
S (4.019079, -0.436306, 0.180028)
C (4.867872, -1.647486, -0.744499)
C (4.312184, -2.221486, -1.904401)
C (4.966634, -3.216654, -2.612972)
C (6.211651, -3.682084, -2.205591)
C (6.784954, -3.125503, -1.067211)
C (6.129803, -2.134280, -0.352612)
H (3.333415, -1.884371, -2.228909)
H (4.486799, -3.639379, -3.489323)
H (6.719407, -4.464418, -2.757049)
H (7.755040, -3.473130, -0.725937)
H (6.581833, -1.714809, 0.538388)

Cartesian forces (eV/Å) of the 3 atoms listed first:
0.54 -0.06 0.14
-0.03 0.01 -0.03
0.03 -0.03 0.01

The relative energy (zero: lowest compared OMol25 entry of this formula, charge and spin) is 0.000 eV. Its charge is -2. For the frontier orbital gap, the calculation gives 5.501 eV. As for the energy: -182728.153 eV. As for the multiplicity: 1.

***

Entry 2:
The following is a DFT calculation (wB97M-V/def2-TZVPD) of a 13-piece molecular cluster, C62H66F8O21 overall.

Cartesian coordinates (Å):
F (0.476223, 0.073165, -2.195657)
C (0.627659, 0.417700, -0.887393)
C (0.320893, -0.611878, -0.020888)
C (0.431929, -0.318512, 1.297270)
C (0.881407, 0.943798, 1.743556)
C (1.239273, 1.902854, 0.797347)
C (1.157044, 1.654801, -0.564379)
H (-0.029800, -1.561479, -0.433591)
H (0.236757, -1.085552, 2.050846)
H (0.896519, 1.093514, 2.838625)
H (1.583307, 2.865484, 1.073637)
H (1.353531, 2.428116, -1.313940)
F (3.964208, -1.129332, 2.284607)
C (3.938435, -1.565919, 3.566860)
C (3.705559, -2.903268, 3.784584)
C (3.729889, -3.390665, 5.106461)
C (3.947719, -2.478507, 6.134257)
C (4.191426, -1.171469, 5.886200)
C (4.190636, -0.635367, 4.581126)
H (3.472711, -3.522766, 2.956207)
H (3.561391, -4.476293, 5.226946)
H (4.053936, -2.913249, 7.182423)
H (4.405842, -0.427861, 6.659032)
H (4.221087, 0.398981, 4.288307)
F (-1.692199, 0.584311, 3.534605)
C (-3.046114, 0.505321, 3.462805)
C (-3.649600, -0.389572, 2.594208)
C (-4.992702, -0.472432, 2.577515)
C (-5.774220, 0.381067, 3.447641)
C (-5.119697, 1.253767, 4.245411)
C (-3.722711, 1.323579, 4.314517)
H (-3.051656, -1.037540, 1.970449)
H (-5.482200, -1.157354, 1.855415)
H (-6.827064, 0.291920, 3.438794)
H (-5.740758, 1.942594, 4.889676)
H (-3.243435, 1.988975, 5.023428)
F (5.290979, 6.190275, -0.904302)
C (4.866868, 4.982062, -1.352957)
C (4.640174, 3.849773, -0.527746)
C (4.140849, 2.684429, -1.061581)
C (3.926817, 2.596690, -2.429920)
C (4.175910, 3.698725, -3.256097)
C (4.561029, 4.865625, -2.696006)
H (4.888869, 3.856431, 0.530627)
H (3.939851, 1.838129, -0.443916)
H (3.414686, 1.692504, -2.845799)
H (3.993167, 3.695793, -4.322657)
H (4.687304, 5.668736, -3.401796)
F (-5.298034, 4.087978, -0.776135)
C (-4.394227, 3.101154, -0.783366)
C (-3.409759, 3.138701, 0.190826)
C (-2.510159, 2.056628, 0.303267)
C (-2.766530, 0.907749, -0.386466)
C (-3.734891, 0.853489, -1.366484)
C (-4.607654, 1.913989, -1.542653)
H (-3.212730, 4.052330, 0.739745)
H (-1.672008, 2.090623, 1.017791)
H (-2.049285, 0.099153, -0.226675)
H (-3.803801, -0.027829, -1.966021)
H (-5.469875, 1.830712, -2.271403)
F (3.607980, 3.540874, 3.025334)
C (2.524378, 4.271586, 3.214192)
C (2.283461, 5.374151, 2.461837)
C (1.209341, 6.143402, 2.820688)
C (0.259314, 5.699942, 3.786122)
C (0.481085, 4.471338, 4.362610)
C (1.690230, 3.762351, 4.143150)
H (2.977320, 5.594425, 1.744853)
H (0.932770, 6.988104, 2.167756)
H (-0.638495, 6.270476, 4.031443)
H (-0.275257, 4.112526, 5.107374)
H (2.012945, 2.873333, 4.661939)
C (4.440342, -1.536864, -1.123657)
C (4.911186, -1.128989, -2.491769)
C (5.927773, -2.093861, -3.127350)
O (5.426689, -2.397770, -4.436711)
C (4.138307, -1.901204, -4.588152)
O (3.422824, -2.255407, -5.478634)
O (3.822082, -1.062986, -3.521308)
H (5.117010, -1.386037, -0.315139)
H (3.946309, -2.513571, -1.141989)
H (3.597789, -0.867504, -0.887857)
H (5.249728, -0.124124, -2.502426)
H (5.856685, -3.090595, -2.647383)
H (6.927273, -1.718042, -3.282280)
C (-6.154306, -3.791859, 0.219205)
C (-5.249009, -4.683330, 1.055695)
C (-3.872408, -4.854228, 0.507926)
O (-3.014767, -3.991081, 1.308644)
C (-3.649103, -3.783296, 2.505328)
O (-3.054595, -3.354211, 3.488393)
O (-4.965785, -4.171725, 2.395433)
H (-7.094419, -3.631623, 0.645802)
H (-6.355939, -4.345154, -0.718424)
H (-5.720148, -2.877897, -0.070128)
H (-5.731138, -5.664749, 1.130111)
H (-3.739670, -4.583609, -0.563806)
H (-3.486995, -5.869314, 0.591340)
C (-1.504853, -1.357014, 6.310980)
C (0.014813, -1.397040, 6.109622)
C (0.468108, -1.140939, 4.708822)
O (0.799564, 0.288915, 4.774942)
C (1.106470, 0.588180, 6.066470)
O (1.611853, 1.573670, 6.485152)
O (0.651018, -0.352791, 6.857169)
H (-2.074286, -2.135276, 5.788859)
H (-1.898911, -0.432089, 5.904392)
H (-1.758090, -1.332383, 7.350074)
H (0.450317, -2.347127, 6.422536)
H (-0.389357, -1.141625, 4.084723)
H (1.318567, -1.708616, 4.386293)
C (-1.603709, 5.766450, -3.057654)
C (-0.890788, 4.417654, -3.050450)
C (-1.227915, 3.646038, -4.267229)
O (-0.291265, 4.193514, -5.211572)
C (0.759445, 4.726589, -4.585729)
O (1.742581, 5.171730, -5.150001)
O (0.512214, 4.666741, -3.231358)
H (-2.687471, 5.648507, -2.970457)
H (-1.495035, 6.362749, -3.955532)
H (-1.262426, 6.413439, -2.236113)
H (-1.159028, 3.967198, -2.099753)
H (-2.259897, 3.915085, -4.581273)
H (-1.089140, 2.571550, -4.229908)
C (0.515481, -5.144640, 0.177879)
C (1.051531, -5.076545, -1.210133)
C (1.138474, -3.638390, -1.887784)
O (2.422529, -3.632543, -2.530195)
C (3.106553, -4.806371, -2.270548)
O (4.202896, -5.008004, -2.692887)
O (2.421555, -5.582531, -1.407492)
H (1.031245, -4.456079, 0.870599)
H (0.628964, -6.142471, 0.540492)
H (-0.579117, -4.875173, 0.235884)
H (0.499545, -5.723358, -1.851593)
H (1.278644, -2.806620, -1.178784)
H (0.373373, -3.282255, -2.606937)
C (-3.687231, -2.641932, -5.290048)
C (-4.187167, -1.953339, -4.042862)
O (-3.566687, -2.652078, -2.988700)
C (-2.923115, -3.766795, -3.450749)
O (-2.254306, -4.483967, -2.755008)
O (-3.129441, -3.894188, -4.757650)
F (-5.534068, -2.095898, -3.921430)
H (-2.956771, -2.165766, -5.919548)
H (-4.485033, -2.892549, -6.031775)
H (-3.988633, -0.903842, -4.000111)
C (0.585351, -0.915563, -5.473014)
C (0.470987, -0.001520, -6.725425)
O (-0.664574, 0.741088, -6.503073)
C (-1.475171, 0.165347, -5.575402)
O (-2.606084, 0.451455, -5.405941)
O (-0.778830, -0.752882, -4.905088)
F (0.233527, -0.813627, -7.790082)
H (1.258555, -0.505903, -4.763117)
H (0.855018, -1.913728, -5.704324)
H (1.325657, 0.649300, -6.903502)

Cartesian forces (eV/Å) of the 3 atoms listed first:
-0.02 0.41 -0.43
0.62 -0.36 -1.30
-0.17 0.22 -0.80

For the frontier orbital gap, the calculation gives 9.305 eV. As for the energy: -130101.922 eV. As for the multiplicity: 1.